115
Properties=species:S:1:pos:R:3:forces:R:3:mulliken_charge:R:1 method="wB97M-V/def2-TZVPD" total_energy_ev=-218713.701 charge=+1 e_homo_ev=-11.10 max_force_ev_per_a=4.61 orbital_gap_ev=6.512 lumo_energy_ev=-4.6
H 0.44016 -1.50067 -4.38158 -0.1 0.1 -0.1 -0.063
H -1.36565 -0.38065 7.91549 0.0 0.0 0.0 0.131
O 1.08819 3.91139 -5.10212 0.4 -0.6 0.0 -0.338
H -1.56025 -4.49430 -2.00504 0.1 1.0 1.5 0.627
H -0.27415 -7.00601 -1.91987 -0.2 0.4 1.4 0.338
H 5.47804 -0.42349 0.26856 0.8 -1.5 0.5 0.285
H -0.60336 -2.34344 9.15194 0.0 0.1 -0.1 0.327
O -3.02835 5.00563 4.74946 0.0 -0.9 0.1 -0.597
H -0.51959 4.64852 -6.16402 0.1 -0.1 0.0 0.237
H -0.32216 9.70981 -2.10670 -0.1 -0.1 0.0 0.265
C -0.19252 -6.59662 -0.85841 -0.1 -0.2 -1.5 -0.829
H -2.66117 0.99524 6.06082 -0.2 0.1 -0.2 0.171
C 5.84638 -1.46089 0.59715 -0.9 -0.3 -0.8 -0.959
O 5.50047 -1.74332 -1.91166 -1.5 -2.4 -0.2 -0.338
C 0.19307 -1.48325 -5.44348 0.2 -0.4 0.5 0.112
H -5.17134 -1.80646 2.79440 0.1 -0.1 0.0 0.216
C -0.88990 9.70430 -4.17531 0.0 0.2 0.5 -0.413
Br -2.98160 -2.22075 -2.94118 1.0 -0.6 0.6 -0.083
H 2.40466 -5.00788 0.68337 -0.8 -0.1 -1.4 0.555
F -2.72334 -1.90664 0.62691 2.3 1.4 -1.9 -0.128
O 1.21636 1.59101 10.12210 -0.2 -0.3 -0.8 -0.572
H 0.06087 -2.51872 -5.77623 -0.1 0.1 0.0 0.235
H 1.07997 -2.00812 8.72970 -0.1 0.0 0.0 0.287
O 0.38997 0.65268 8.23377 0.2 0.1 0.2 -0.337
H -2.59074 -4.09960 -0.55073 1.5 0.6 -0.6 0.428
O -3.24560 2.80256 5.23065 0.0 0.2 -0.2 -0.313
C 1.87061 3.61190 -7.29921 0.1 0.5 -0.1 -0.298
C 1.23992 -0.80411 -6.30114 -0.1 -0.5 0.3 -0.141
H 0.17667 -3.23674 0.22275 -0.5 -1.4 -0.2 0.465
H -1.36457 4.78040 6.87877 -0.3 0.2 0.0 0.290
O -0.11082 7.51286 -3.81822 0.2 0.2 -0.3 -0.344
C 1.85188 3.10325 -5.88327 0.2 -0.7 0.0 0.483
H 3.62684 -6.73295 -1.41862 -0.3 1.7 -0.1 0.405
C 3.38741 -5.61925 -1.25822 0.5 0.6 0.1 -0.811
H -2.01359 7.35224 -3.04080 0.1 0.0 0.0 0.276
C -2.26430 4.16604 6.87961 0.3 -0.4 0.2 -0.471
C -1.54716 -2.33159 -1.52775 -0.4 -1.2 -0.4 0.147
H 3.04786 -5.59912 -3.46206 0.4 1.3 1.2 0.298
H -0.62276 -0.49758 10.74437 0.1 0.1 0.1 0.248
C -1.05110 -0.68287 -5.75298 -0.3 0.0 0.3 -0.392
H 0.55821 -4.79376 -1.95266 1.0 -0.8 1.3 0.472
H 5.02088 -1.88491 1.27371 1.4 0.7 -0.7 0.257
Br -2.89516 0.29948 -1.11045 1.0 -0.7 1.4 -0.082
O 2.39840 2.10375 -5.48701 -0.4 0.6 0.3 -0.676
C 0.12382 -1.54542 8.99373 -0.1 -0.7 0.1 -0.554
C -0.32503 -4.21821 -0.06077 -0.4 0.3 -0.6 -1.097
C -4.92637 0.19633 3.59942 0.2 0.4 -0.5 -0.275
H 4.28737 -5.18659 -0.68543 -1.4 -0.8 -0.7 0.262
C -0.28750 -0.56927 7.91591 -0.2 -0.2 -0.4 -0.251
C -3.00342 1.98203 6.37963 -0.1 -0.4 0.2 -0.216
H -0.37187 10.65948 -4.25530 -0.1 -0.1 -0.3 0.293
C -1.95031 2.71488 7.17749 0.4 -0.1 0.4 -0.312
C -4.46699 -1.23238 3.40136 0.1 0.5 -0.1 -0.152
C 0.50448 4.94143 -5.91171 -0.4 0.7 0.0 0.211
H -3.46545 -1.27703 2.97500 -0.2 -0.3 0.0 0.115
H -1.22280 -6.51256 -0.38294 1.4 -0.1 -0.7 0.362
H 5.33482 -3.36492 -0.44889 0.5 1.2 -0.8 -0.316
H 0.01252 -0.90726 6.92240 0.0 0.3 0.0 0.307
H -5.81382 1.01843 5.39818 0.0 -0.2 0.1 0.300
N 0.65117 -7.57560 -0.10677 2.6 2.9 0.1 -0.005
H 1.70442 0.03910 -5.78475 0.1 0.0 -0.2 0.026
H -4.06288 0.83242 3.81629 -0.2 0.0 0.0 0.076
F -0.31426 -2.03277 -2.17261 -2.1 -0.4 1.7 -0.225
H 7.02146 -2.75101 -0.82074 -1.5 0.4 -0.1 0.311
C 2.10245 -5.51545 -0.28967 -0.7 -2.8 0.3 0.118
H -0.77043 -4.72169 0.86553 1.0 0.7 -1.1 0.287
H -1.95784 -1.28148 -5.65164 0.0 0.2 -0.2 0.195
H -6.83336 -0.18213 4.57350 0.1 0.0 0.1 0.314
H 0.47658 5.87759 -5.35258 0.0 -0.3 0.1 -0.223
H 0.87454 5.43430 -8.00721 0.0 0.0 0.1 0.388
C -1.13080 9.31768 -2.73126 -0.2 0.4 0.4 -0.509
H 2.24298 5.69051 -6.91885 -0.1 0.0 0.0 0.269
H 2.58554 -7.70548 0.70896 -1.0 1.3 -0.9 0.437
O 3.44798 -1.78597 -2.89580 3.6 -2.8 0.8 -0.486
H 5.54232 -4.44618 -2.49979 -1.3 0.5 -0.8 0.384
H -2.07531 9.68769 -2.32941 0.1 -0.1 0.0 0.327
C 0.31081 -0.64438 10.19626 0.1 -0.5 -0.2 -0.379
C -4.48182 -1.76635 4.80875 0.2 -0.9 0.1 0.467
C 5.92961 -2.42876 -0.70865 1.4 0.0 1.7 0.408
F -0.66588 -0.81862 0.18143 -2.9 -1.3 -0.5 -0.203
O -3.94657 -2.77863 5.18285 -0.3 0.6 0.2 -0.613
H 1.99586 -1.50929 -6.64592 0.1 0.3 -0.1 0.361
C -1.90171 -1.27452 -0.35366 0.5 0.5 -0.2 0.689
H -0.95618 2.46827 6.79327 -0.1 0.0 0.1 0.207
C -1.05412 7.80917 -2.78067 -0.3 -0.2 0.5 -0.442
C -0.02368 8.57566 -4.66433 0.3 0.2 -1.0 0.514
H -3.00830 4.57198 7.56901 0.1 0.1 -0.1 0.282
O 0.85003 0.09840 -8.50585 -0.7 -0.1 0.4 -0.600
C 0.71411 0.65675 9.55710 0.3 0.8 0.9 0.487
H 1.09230 -1.01465 10.85900 -0.2 0.3 0.2 0.301
H 0.37182 -8.53203 0.15012 0.3 0.6 -0.2 0.296
C 4.47101 -2.44489 -2.59644 -2.6 2.2 -0.5 0.481
H -1.14107 0.20636 -5.12140 0.0 0.0 0.0 0.271
C 3.25933 -4.81739 -2.64085 0.5 -0.4 -0.6 -0.266
H 6.85726 -1.41833 1.12846 -1.6 0.0 -0.7 0.281
C 1.83523 -7.02537 0.16147 -0.7 -1.4 0.7 -0.586
C 4.61841 -4.00456 -3.00465 -0.2 0.4 0.2 -0.762
C 1.39015 5.03839 -7.13107 0.1 0.4 -0.5 -0.581
O -0.90059 -0.26320 -7.11350 0.2 0.0 -0.3 -0.386
H -0.70596 7.38687 -1.83671 0.1 -0.1 -0.2 0.306
C -5.80386 0.09112 4.82295 -0.4 0.5 0.0 -0.456
C -1.58183 -3.86921 -1.03730 0.4 0.3 -0.3 -1.037
H -5.44302 0.61478 2.73428 0.0 0.0 0.1 0.398
O 0.63037 8.57716 -5.67438 -0.1 -0.5 0.7 -0.567
H 1.17907 3.01655 -7.90074 0.2 -0.1 0.0 0.201
C -2.86486 4.08286 5.50232 -0.2 1.2 -0.3 0.389
C 0.41948 -0.28418 -7.44924 0.8 0.5 -0.7 0.428
H -3.94112 1.86995 6.93278 0.0 0.0 0.0 0.186
H -1.96929 2.47164 8.24102 0.0 0.0 -0.1 0.345
H 2.40910 -4.06270 -2.68485 1.1 -1.0 0.3 0.063
H -1.81678 9.71814 -4.75348 0.1 0.1 -0.1 0.258
H 4.76009 -4.04218 -4.14508 -0.1 0.3 1.8 0.367
O -5.22908 -0.96005 5.61032 0.4 -0.4 -0.1 -0.374
H 2.87622 3.57240 -7.71694 -0.1 -0.4 0.0 0.324
C 0.65380 -5.21498 -0.90181 -2.2 0.6 1.2 0.214